## i
DFT (ωB97M-V/def2-TZVPD) results for a molecular structure, C17H22F3N4O3PPd.

## Properties
Gap between HOMO and LUMO, eV: 7.27
Total charge: +2

Atoms and positions in Å:
Pd: 1.09 0.42 -0.37
F: 1.66 0.50 4.40
C: 0.74 -0.34 3.93
F: -0.39 -0.17 4.59
F: 1.18 -1.60 4.10
C: 0.55 -0.14 2.40
O: -0.52 -0.54 1.88
O: 1.52 0.32 1.77
C: 2.14 -0.37 -2.01
C: 2.98 -0.56 -0.86
C: 3.96 0.42 -0.52
C: 4.73 0.24 0.60
C: 4.52 -0.90 1.40
C: 3.57 -1.87 1.10
C: 2.80 -1.71 -0.03
C: 5.33 -1.07 2.58
N: 5.95 -1.19 3.54
H: 1.53 -1.19 -2.38
H: 2.33 0.43 -2.71
H: 4.08 1.29 -1.15
H: 5.49 0.96 0.89
H: 3.46 -2.73 1.74
H: 2.05 -2.45 -0.31
C: -3.70 1.13 -1.62
N: -2.89 0.07 -2.40
C: -3.41 -1.32 -1.98
N: -3.29 -1.48 -0.57
C: -4.04 -0.43 0.13
N: -3.58 0.91 -0.23
C: -2.26 1.21 0.32
P: -1.07 -0.04 -0.30
C: -1.42 0.18 -2.11
C: -1.92 -1.65 -0.08
H: -4.73 1.03 -1.96
H: -3.30 2.10 -1.92
H: -3.05 0.20 -3.40
H: -2.82 -2.05 -2.53
H: -4.45 -1.36 -2.30
H: -3.94 -0.58 1.21
H: -5.10 -0.53 -0.13
H: -2.29 1.17 1.41
H: -1.92 2.19 0.01
H: -0.91 -0.58 -2.70
H: -1.08 1.17 -2.42
H: -1.92 -1.92 0.97
H: -1.42 -2.44 -0.64
C: 0.79 3.10 -0.24
O: 0.23 2.04 -1.02
H: 1.79 3.37 -0.59
H: 0.84 2.80 0.81
H: 0.09 3.94 -0.29

These are the natural (NBO) partial charges, in e, on atoms 1 to 4: number 1, Pd, carries 0.859; number 2, F, carries -0.287; number 3, C, carries 0.906; number 4, F, carries -0.288

***

## ii
DFT (ωB97M-V/def2-TZVPD) results for a molecular structure, C17H22F3N4O3PPd.

## Properties
Gap between HOMO and LUMO (spin up / spin down), eV: 7.66 / 7.66
Total charge: +2

Atoms and positions in Å:
Pd: -0.67 2.01 0.83
F: -1.73 -0.99 4.49
C: -0.50 -0.59 4.29
F: 0.30 -1.64 4.20
F: -0.10 0.17 5.31
C: -0.42 0.25 2.99
O: 0.76 0.23 2.45
O: -1.39 0.84 2.57
C: -0.73 3.55 -0.57
C: -1.83 3.76 0.36
C: -3.14 3.25 0.14
C: -4.03 3.19 1.17
C: -3.66 3.61 2.47
C: -2.39 4.08 2.73
C: -1.47 4.15 1.68
C: -4.61 3.51 3.54
N: -5.36 3.42 4.40
H: 0.13 4.20 -0.43
H: -0.93 3.25 -1.59
H: -3.43 2.93 -0.85
H: -5.04 2.82 1.01
H: -2.11 4.41 3.72
H: -0.49 4.59 1.85
C: 4.46 0.66 -0.45
N: 3.68 1.98 -0.62
C: 4.05 2.89 0.55
N: 3.76 2.26 1.77
C: 4.52 1.01 1.90
N: 4.19 0.09 0.81
C: 2.83 -0.44 0.95
P: 1.53 0.90 0.96
C: 2.19 1.78 -0.63
C: 2.35 2.15 2.11
H: 5.51 0.92 -0.55
H: 4.16 0.00 -1.27
H: 3.96 2.42 -1.49
H: 3.49 3.81 0.42
H: 5.12 3.09 0.46
H: 4.30 0.54 2.86
H: 5.59 1.24 1.87
H: 2.79 -1.02 1.87
H: 2.62 -1.10 0.11
H: 1.78 2.78 -0.72
H: 1.92 1.19 -1.50
H: 2.23 1.83 3.14
H: 1.89 3.13 2.00
C: -0.07 -0.98 0.27
O: 0.46 0.39 0.17
H: -1.13 -0.96 0.07
H: 0.13 -1.42 1.24
H: 0.44 -1.55 -0.50

These are the natural (NBO) partial charges, in e, on atoms 1 to 4: number 1, Pd, carries 0.619; number 2, F, carries -0.276; number 3, C, carries 0.906; number 4, F, carries -0.296

***

Stability ranking, top entry: ii; the second entry is 8.4 kcal/mol less favorable.